21
Properties=species:S:1:pos:R:3:mulliken_charge:R:1 method="wB97M-V/def2-TZVPD" orbital_gap_ev=6.13 charge=-1 e_tot_ev=-19209.4690 smiles=NCCNCCC[S-] multiplicity=1 e_above_lowest_kj_mol=271.1
S -0.355 -1.998 1.879 -0.672
N -0.011 0.447 -0.722 -0.255
N 1.064 3.821 -0.202 -0.754
C 0.986 2.532 -1.152 -0.635
C -1.622 -1.677 0.566 -0.658
C -1.143 -1.750 -0.928 -0.644
C 1.179 1.230 -0.386 -0.625
C 0.266 -0.909 -1.043 -0.704
H 1.626 3.527 0.592 0.287
H -2.212 -2.646 0.892 0.219
H -2.049 -0.648 0.896 0.216
H 0.133 3.940 0.313 0.264
H 0.894 -1.345 -0.316 0.417
H -0.924 -2.748 -1.218 0.332
H 1.187 1.316 0.807 0.287
H -2.021 -1.455 -1.654 0.240
H 0.727 -1.008 -2.084 0.276
H 0.007 2.532 -1.704 0.336
H -0.683 0.519 0.101 0.144
H 2.141 0.847 -0.552 0.469
H 1.493 2.705 -2.005 0.459



49
Properties=species:S:1:pos:R:3:lowdin_spin:R:1 method="wB97M-V/def2-TZVPD" orbital_gap_ev="7.35 / 6.90" charge=+1 e_tot_ev=-52969.8345 s_squared=16.079 multiplicity=8 e_above_lowest_kj_mol=0.0
Gd 0.182 0.277 -0.262 6.812
O -0.264 2.384 0.053 -0.004
O -1.976 0.082 -2.745 0.001
O -1.963 2.436 -1.773 -0.001
O 2.597 -2.192 -1.086 -0.001
O -0.677 -2.054 0.409 -0.010
N -1.647 0.532 1.562 -0.013
N 1.475 -1.439 -1.512 -0.015
N 0.937 -0.252 2.041 -0.012
N -0.713 -0.370 -2.380 -0.010
C 0.301 0.471 3.008 -0.001
C -0.875 -1.855 -4.382 0.000
C -2.816 1.061 1.157 -0.002
C -3.453 2.093 1.853 0.000
C -1.044 1.019 2.680 -0.002
C 0.904 0.659 4.265 0.000
C 2.054 -0.061 4.585 0.000
C 1.035 -1.901 -2.686 0.006
C 1.979 1.425 -1.383 0.221
C -2.857 2.583 3.018 -0.001
C 2.575 -0.955 3.645 0.000
C 2.007 -1.005 2.372 -0.001
C 1.766 -2.952 -3.438 0.001
C -1.648 2.037 3.445 0.000
C -0.205 -1.340 -3.156 0.001
H 2.392 -1.681 1.602 0.000
H 2.520 0.064 5.560 0.000
H -0.266 -2.841 0.005 0.000
H 1.757 2.503 -1.304 0.009
H 2.055 1.158 -2.449 0.013
H -1.270 2.574 -1.008 -0.001
H 1.067 -3.651 -3.910 0.000
H -1.711 -1.217 -4.672 0.000
H 0.459 1.367 4.958 0.000
H 2.447 -3.503 -2.786 0.000
H -2.019 1.037 -2.331 0.000
H -1.635 -2.220 0.463 0.000
H -1.250 -2.878 -4.232 0.000
H -0.156 -1.893 -5.209 0.000
H 2.944 1.249 -0.884 0.009
H -0.080 3.145 0.618 0.000
H 2.357 -2.496 -4.246 0.000
H 3.430 -1.586 3.869 0.000
H -3.241 0.660 0.231 0.000
H -1.126 2.401 4.326 0.000
H -4.380 2.500 1.455 0.000
H -1.665 2.920 -2.558 0.000
H -3.324 3.380 3.591 0.000
H 3.020 -1.673 -0.381 0.000



10
Properties=species:S:1:pos:R:3:mulliken_charge:R:1 method="wB97M-V/def2-TZVPD" orbital_gap_ev=8.47 e_tot_ev=-39054.5272 smiles="S=C[C@H](Cl)CCl" multiplicity=1 e_above_lowest_kj_mol=82.1
Cl 1.893 -1.345 -0.098 -0.197
Cl -0.102 2.126 -0.129 -0.202
S -2.250 -1.082 0.090 -0.225
C 1.483 0.332 0.266 -0.574
C -0.943 -0.350 -0.405 -0.329
C -0.079 0.440 0.422 0.228
H -0.487 0.412 1.494 0.329
H 2.008 1.004 -0.535 0.322
H -0.732 -0.486 -1.460 0.317
H 2.004 0.577 1.231 0.332



118
Properties=species:S:1:pos:R:3:mulliken_charge:R:1 method="wB97M-V/def2-TZVPD" orbital_gap_ev=10.09 e_tot_ev=-69104.8572 smiles="CCOC(C)=O.CCOC(C)=O.CCOC(C)=O.CCOC(C)=O.CCOC(C)=O.CCOC(C)=O.CCOC(C)=O.CC(C)=O.CC(C)=O" multiplicity=1 e_above_lowest_kj_mol=1784.1
O 60.362 42.177 44.947 -0.482
O 52.246 49.376 41.081 -0.611
O 55.415 38.909 45.266 -0.623
O 56.214 40.827 44.424 0.048
O 53.068 42.590 50.715 -0.072
O 54.989 44.909 41.111 -0.367
O 50.153 49.829 47.099 -0.431
O 55.896 44.648 43.141 -0.524
O 51.480 49.183 52.552 -0.585
O 52.426 49.660 47.379 -0.518
O 51.864 47.675 50.785 -0.043
O 59.359 43.893 46.036 -0.321
O 55.073 41.558 51.351 -0.566
O 51.898 47.812 42.670 -0.018
O 48.077 45.805 47.743 -0.535
O 53.264 44.348 46.284 -0.505
C 50.681 45.688 42.449 -0.621
C 48.174 45.192 46.596 0.988
C 54.184 43.129 42.479 -0.060
C 57.200 44.130 46.681 -1.391
C 50.044 48.764 46.175 1.281
C 48.643 49.208 45.476 -2.305
C 51.379 50.176 47.591 0.790
C 61.699 44.146 45.329 -1.159
C 57.147 40.202 43.600 -0.520
C 57.880 41.156 42.655 -1.084
C 52.366 42.103 51.756 -0.158
C 50.325 45.890 49.988 -0.031
C 54.363 42.177 50.574 0.133
C 55.525 46.216 40.857 -0.229
C 58.185 43.149 46.167 0.668
C 55.460 40.134 45.235 0.593
C 60.449 43.254 45.425 0.682
C 52.229 48.638 51.711 0.566
C 54.645 41.039 46.206 -0.507
C 50.901 42.544 51.727 -1.422
C 53.173 46.415 47.687 -0.322
C 49.463 44.413 46.302 0.004
C 52.967 49.651 43.291 -0.820
C 54.977 46.760 39.520 -1.485
C 55.115 42.843 49.299 -0.318
C 51.280 51.308 48.579 -1.040
C 51.086 47.012 41.787 -0.068
C 50.647 47.061 51.002 -0.562
C 53.638 46.607 45.223 0.171
C 52.323 48.903 42.187 0.637
C 53.405 49.439 51.211 -0.634
C 55.134 44.253 42.246 0.864
C 46.896 45.176 45.723 -1.322
C 53.183 45.706 46.349 0.412
H 56.623 39.333 43.163 0.539
H 46.063 45.561 46.379 0.322
H 51.478 44.948 42.549 -0.500
H 52.416 51.757 48.805 0.224
H 50.867 48.842 45.461 -0.258
H 54.655 47.072 45.216 0.425
H 50.113 44.626 47.239 -0.009
H 54.423 42.403 43.238 -0.155
H 61.719 44.914 46.027 0.374
H 53.204 43.596 42.523 -0.484
H 57.113 45.033 46.252 0.626
H 51.865 46.673 41.046 0.010
H 46.702 44.232 45.413 0.449
H 49.834 47.858 46.676 -0.205
H 47.906 49.268 46.066 0.649
H 56.056 43.865 46.349 -0.016
H 57.196 44.132 47.693 0.556
H 49.992 44.781 45.567 -0.518
H 50.646 46.711 52.168 0.247
H 51.078 44.950 49.853 -0.094
H 49.340 45.389 50.268 0.378
H 46.743 45.868 44.644 0.192
H 55.265 47.718 39.204 0.503
H 50.097 46.212 49.043 -0.248
H 53.805 47.151 47.708 1.007
H 53.250 50.531 42.898 0.596
H 54.083 42.488 41.684 0.557
H 53.182 50.182 50.707 0.111
H 49.339 43.411 45.888 0.506
H 50.612 42.340 50.840 0.592
H 52.094 46.790 47.684 -0.223
H 53.708 45.836 44.389 -0.386
H 54.260 49.715 51.976 0.273
H 50.700 52.161 48.130 0.405
H 49.953 47.798 50.910 0.426
H 50.708 50.861 49.409 0.270
H 52.217 41.043 51.757 0.344
H 53.761 40.479 46.713 0.316
H 54.069 41.922 45.799 0.335
H 52.644 42.355 52.935 0.252
H 54.313 42.510 48.548 -0.021
H 53.344 45.478 48.484 -0.347
H 57.119 41.615 42.145 0.234
H 58.494 40.350 42.142 0.324
H 50.202 42.204 52.688 0.283
H 56.498 46.128 40.846 0.477
H 58.019 39.617 44.235 0.273
H 55.210 41.658 46.615 -0.187
H 48.397 48.491 44.762 0.496
H 56.132 42.491 49.294 0.437
H 54.000 46.839 39.364 0.426
H 48.648 50.003 44.879 0.587
H 58.515 41.879 42.998 0.325
H 52.340 49.589 44.302 -0.163
H 62.779 43.797 45.668 0.314
H 50.456 45.997 43.580 -0.136
H 53.999 48.583 50.486 0.155
H 55.177 46.173 38.530 0.305
H 50.900 43.586 51.653 0.242
H 49.966 45.279 42.073 1.074
H 55.200 43.875 49.593 0.293
H 62.110 44.575 44.298 0.253
H 57.806 42.641 45.278 -0.423
H 54.030 49.287 43.521 0.249
H 58.348 42.287 46.863 0.237
H 55.159 46.662 41.619 0.201
H 50.169 47.400 41.481 0.394
H 52.972 47.445 44.978 -0.273